(i)
Formula: C3H7OS
Source: the Open Molecules 2025 dataset
Level of theory: the ωB97M-V functional and the def2-TZVPD basis

Geometry as ORCA input:
```
! RIJCOSX wB97M-V def2-TZVPD def2/J DEFGRID3
* xyz -1 1
O -0.77 -3.40 0.90
C -0.55 -2.23 0.67
H -0.02 -1.93 -0.27
H -0.87 -1.42 1.34
C -0.19 2.85 -0.66
C 0.07 1.40 -1.14
S 0.75 0.41 0.23
H 0.25 2.93 0.32
H -1.15 3.24 -1.02
H 0.52 3.51 -1.19
H 0.78 1.42 -1.98
H -0.81 0.85 -1.47
*
```

The gap between HOMO and LUMO comes out at 6.576 eV. The LUMO energy is 4.1 eV.

=====

(ii)
Formula: C3H7OS
Source: the Open Molecules 2025 dataset
Level of theory: the ωB97M-V functional and the def2-TZVPD basis

Geometry as ORCA input:
```
! RIJCOSX wB97M-V def2-TZVPD def2/J DEFGRID3
* xyz -1 1
O 0.51 -1.38 -3.96
C 0.54 -1.33 -2.75
H 0.77 -2.21 -2.14
H 0.38 -0.40 -2.19
C -0.70 1.23 1.77
C 0.22 0.22 1.04
S -0.78 -1.07 0.23
H -1.55 1.54 1.17
H -1.00 0.75 2.70
H -0.11 2.14 1.99
H 0.87 0.75 0.34
H 0.86 -0.23 1.80
*
```

The gap between HOMO and LUMO comes out at 6.584 eV. The LUMO energy is 4.1 eV.

=====

The structure with the most favorable energy is (ii); the runner-up is 14.2 kcal/mol above it.

=====

(i)
Formula: C9H12N2S
Source: the Open Molecules 2025 dataset
Level of theory: the ωB97M-V functional and the def2-TZVPD basis

Geometry as ORCA input:
```
! RIJCOSX wB97M-V def2-TZVPD def2/J DEFGRID3
* xyz 0 1
C -1.98 -1.10 -0.24
C -1.20 1.65 -0.50
C 0.08 2.06 0.20
C 1.12 0.93 0.20
C 1.95 0.80 -0.94
C 2.87 -0.24 -0.97
C 3.12 -1.12 0.13
C 2.23 -0.95 1.21
C 1.29 0.08 1.27
H -0.48 -2.28 -0.95
H 0.04 -0.83 -0.26
H -3.70 -1.75 0.07
H -0.95 1.16 -1.42
H -1.74 2.51 -0.74
H -0.08 2.39 1.24
H 0.54 2.93 -0.33
H 1.76 1.42 -1.75
H 3.42 -0.40 -1.93
H 3.79 -1.95 0.06
H 2.20 -1.63 2.01
H 0.58 0.14 2.10
N -0.70 -1.29 -0.76
N -2.80 -2.08 -0.23
S -2.35 0.57 0.42
*
```

The gap between HOMO and LUMO comes out at 9.607 eV. The LUMO energy is 0.7 eV. The structure (SMILES) is [H]/N=C(/N)SCCc1ccccc1.

=====

(ii)
Formula: C9H12N2S
Source: the Open Molecules 2025 dataset
Level of theory: the ωB97M-V functional and the def2-TZVPD basis

Geometry as ORCA input:
```
! RIJCOSX wB97M-V def2-TZVPD def2/J DEFGRID3
* xyz 0 1
C -3.39 0.01 -0.69
C -2.76 -0.90 0.36
H -3.38 -1.80 0.48
H -2.72 -0.38 1.31
C -1.35 -1.34 -0.03
C -0.32 -0.25 0.12
N -0.72 0.95 0.51
C 0.18 1.91 0.63
C 1.53 1.74 0.40
C 1.97 0.47 0.02
C 1.02 -0.53 -0.14
H 1.31 -1.52 -0.47
C 3.40 0.26 -0.24
N 4.07 1.15 -0.81
H 5.06 0.98 -0.96
S 4.10 -1.30 0.34
H 3.03 -1.72 1.00
H 2.24 2.54 0.51
H -0.22 2.87 0.94
H -1.34 -1.69 -1.06
H -1.04 -2.18 0.60
H -4.40 0.29 -0.39
H -3.46 -0.50 -1.65
H -2.80 0.91 -0.80
*
```

The gap between HOMO and LUMO comes out at 9.873 eV. The LUMO energy is 0.3 eV. The structure (SMILES) is [H]/N=C(\S)c1ccnc(CCC)c1.

=====

The structure with the most favorable energy is (ii); the runner-up is 1.7 kcal/mol above it.

=====

(i)
Formula: C5H13NO
Source: the Open Molecules 2025 dataset
Level of theory: the ωB97M-V functional and the def2-TZVPD basis

Geometry as ORCA input:
```
! RIJCOSX wB97M-V def2-TZVPD def2/J DEFGRID3
* xyz 1 2
C 1.79 0.45 -0.86
N 0.37 0.62 -0.58
C 0.03 0.48 0.85
C -1.41 0.25 1.28
C -2.26 -0.44 0.17
O -2.07 1.45 1.75
C 2.30 -0.96 -0.99
H 2.44 1.15 -0.34
H 1.77 0.82 -1.93
H -0.22 0.07 -1.20
H 0.65 -0.40 1.05
H 0.35 1.43 1.30
H -1.41 -0.46 2.11
H -1.88 -1.49 0.15
H -3.35 -0.51 0.30
H -1.98 -0.04 -0.80
H -2.23 1.88 0.91
H 1.46 -1.53 -1.44
H 2.48 -1.60 -0.10
H 3.18 -1.14 -1.62
*
```

The gap between HOMO and LUMO (alpha / beta) comes out at 11.676 / 6.639 eV. The LUMO energy (alpha / beta) is -3.1 / -8.1 eV.

=====

(ii)
Formula: C5H13NO
Source: the Open Molecules 2025 dataset
Level of theory: the ωB97M-V functional and the def2-TZVPD basis

Geometry as ORCA input:
```
! RIJCOSX wB97M-V def2-TZVPD def2/J DEFGRID3
* xyz 1 2
C 1.84 0.41 -1.80
C 2.03 1.94 -1.64
C 0.75 -0.10 -0.89
O 1.01 -0.69 0.18
N -0.48 0.05 -1.25
H 1.50 0.17 -2.79
H 2.76 -0.15 -1.66
H 2.79 2.14 -0.90
H -1.26 -0.14 -0.60
H -0.64 0.78 -1.94
H 1.12 2.45 -1.33
H 2.38 2.34 -2.58
C -1.37 -0.93 2.77
C -2.12 -1.36 1.52
H -1.19 -1.75 3.45
H -0.37 -0.54 2.54
H -1.87 -0.14 3.31
H -3.19 -1.42 1.72
H -1.86 -0.70 0.70
H -1.82 -2.35 1.18
*
```

The gap between HOMO and LUMO (alpha / beta) comes out at 11.172 / 6.395 eV. The LUMO energy (alpha / beta) is -4.1 / -8.9 eV.

=====

(iii)
Formula: C5H13NO
Source: the Open Molecules 2025 dataset
Level of theory: the ωB97M-V functional and the def2-TZVPD basis

Geometry as ORCA input:
```
! RIJCOSX wB97M-V def2-TZVPD def2/J DEFGRID3
* xyz 1 2
C -1.11 0.32 0.01
C -2.62 0.58 -0.13
C -0.28 1.55 0.30
O -0.15 1.88 1.50
N 0.54 2.05 -0.63
H -0.99 -0.33 0.88
H -0.62 -0.18 -0.82
H -2.89 0.55 -1.18
H -2.94 1.53 0.30
H 0.95 2.97 -0.48
H 0.09 2.13 -1.55
H -3.21 -0.19 0.36
C 2.14 -2.20 -0.62
C 1.33 -3.39 -0.12
H 1.91 -2.01 -1.67
H 1.91 -1.27 -0.07
H 3.20 -2.29 -0.44
H 1.94 -4.05 0.50
H 1.03 -4.03 -0.95
H 0.48 -3.17 0.53
*
```

The gap between HOMO and LUMO (alpha / beta) comes out at 9.776 / 5.353 eV. The LUMO energy (alpha / beta) is -4.8 / -9.2 eV.

=====

The structure with the most favorable energy is (ii); the runner-up is 8.1 kcal/mol above it.

=====

(i)
Formula: C17H14N3O3SZn
Source: the Open Molecules 2025 dataset
Level of theory: the ωB97M-V functional and the def2-TZVPD basis

Geometry as ORCA input:
```
! RIJCOSX wB97M-V def2-TZVPD def2/J DEFGRID3
* xyz -1 1
Zn 0.12 0.73 0.07
S 3.98 -1.49 -1.13
C 4.19 0.19 -0.90
C 3.02 0.81 -0.57
C 1.88 -0.06 -0.51
C 2.27 -1.34 -0.80
C 1.46 -2.57 -0.82
C 1.98 -3.77 -0.29
C 1.21 -4.91 -0.32
C -0.07 -4.85 -0.86
C -0.50 -3.63 -1.35
N 0.23 -2.52 -1.35
H 5.17 0.64 -1.02
H 2.95 1.86 -0.36
H 2.96 -3.77 0.15
H 1.59 -5.84 0.09
H -0.72 -5.72 -0.90
H -1.49 -3.53 -1.78
C -3.36 -2.76 0.81
C -2.34 -2.58 1.73
C -1.42 -1.57 1.50
N -1.47 -0.78 0.43
C -2.44 -0.96 -0.45
C -3.42 -1.93 -0.30
H -4.10 -3.53 0.96
H -2.25 -3.20 2.61
H -0.61 -1.36 2.20
H -2.43 -0.29 -1.30
H -4.20 -2.03 -1.04
O -2.82 2.82 -2.30
C -1.92 2.32 -1.69
N -1.02 1.83 -1.10
C 1.01 2.49 3.70
C 0.79 2.00 2.28
O 1.39 2.53 1.34
O -0.02 1.02 2.14
H 1.49 3.47 3.69
H 1.67 1.78 4.21
H 0.07 2.52 4.24
*
```

The gap between HOMO and LUMO comes out at 7.859 eV. The LUMO energy is 2.7 eV.

=====

(ii)
Formula: C17H14N3O3SZn
Source: the Open Molecules 2025 dataset
Level of theory: the ωB97M-V functional and the def2-TZVPD basis

Geometry as ORCA input:
```
! RIJCOSX wB97M-V def2-TZVPD def2/J DEFGRID3
* xyz -1 1
Zn 0.12 -0.39 1.21
S -2.95 2.74 0.26
C -1.44 3.53 0.10
C -0.39 2.69 0.33
C -0.77 1.35 0.65
C -2.13 1.23 0.65
C -2.84 0.00 0.92
C -4.23 -0.11 0.96
C -4.80 -1.34 1.25
C -3.98 -2.44 1.45
C -2.61 -2.25 1.37
N -2.06 -1.08 1.13
H -1.42 4.58 -0.14
H 0.64 3.02 0.28
H -4.84 0.76 0.79
H -5.88 -1.44 1.31
H -4.40 -3.41 1.68
H -1.91 -3.07 1.49
C -1.33 0.09 -4.60
C -2.06 -0.81 -3.85
C -1.74 -0.95 -2.50
N -0.77 -0.28 -1.91
C -0.06 0.58 -2.63
C -0.31 0.80 -3.98
H -1.54 0.24 -5.65
H -2.87 -1.38 -4.28
H -2.30 -1.64 -1.87
H 0.73 1.10 -2.11
H 0.29 1.52 -4.54
O 2.25 0.56 4.71
C 1.50 0.15 3.86
N 0.74 -0.26 3.05
C 2.48 -3.16 -0.40
C 1.54 -2.10 0.17
O 0.52 -2.48 0.78
O 1.83 -0.89 0.00
H 2.95 -3.69 0.43
H 3.25 -2.69 -1.01
H 1.90 -3.87 -0.99
*
```

The gap between HOMO and LUMO comes out at 7.680 eV. The LUMO energy is 2.6 eV.

=====

The structure with the most favorable energy is (i); the runner-up is 5.4 kcal/mol above it.